# C29H68F15N5O20S5

A 10-piece molecular cluster, C29H68F15N5O20S5 overall (ωB97M-V/def2-TZVPD, the OMol25 dataset).

```
142
Properties=species:S:1:pos:R:3:forces:R:3
C -0.985 -7.565 -1.929 0.328 0.207 -1.301
C -0.296 -6.395 -1.255 -0.272 -1.230 1.267
C 0.956 -5.889 -2.026 -1.878 -2.338 -0.041
O 1.626 -4.825 -1.500 -0.100 -0.315 0.575
C 2.581 -5.208 -0.517 1.025 1.013 1.379
N -1.221 -5.259 -1.067 -0.294 0.824 -0.148
H -0.644 -4.672 -0.481 0.229 1.601 0.593
H -1.502 -4.807 -1.926 0.438 0.389 -0.584
H -2.096 -5.359 -0.574 -0.150 -0.912 0.587
H -1.296 -7.196 -2.906 -0.381 -0.076 -0.245
H -1.848 -8.035 -1.457 0.157 0.369 0.402
H -0.286 -8.358 -2.196 0.167 0.010 0.379
H -0.087 -6.643 -0.214 0.550 -0.169 0.007
H 0.528 -5.744 -3.018 0.637 0.703 -0.425
H 1.512 -6.825 -2.054 0.709 0.146 -0.320
H 2.762 -4.301 0.058 0.632 0.272 -0.541
H 3.486 -5.665 -0.917 0.008 0.427 -0.551
H 2.366 -5.827 0.354 -1.505 -0.726 -0.444
C -1.532 3.599 -2.556 -0.254 -1.226 0.254
N -1.803 5.111 -2.401 0.703 -2.019 0.470
C -0.799 5.773 -3.393 -1.653 1.704 0.812
C -3.271 5.387 -2.834 1.261 0.214 0.119
C -1.487 5.469 -0.859 -0.636 -0.474 0.329
C -2.581 5.081 0.165 -0.904 0.525 -0.397
O -2.848 3.701 0.157 0.007 -0.299 -0.906
H -1.850 3.130 -3.487 -0.253 1.089 -0.570
H -2.040 2.969 -1.827 -0.137 0.754 0.479
H -0.479 3.321 -2.510 0.304 0.899 0.247
H -1.255 6.755 -3.521 0.167 0.267 -0.138
H -0.806 5.331 -4.389 0.068 -0.691 0.485
H 0.184 5.980 -2.970 -0.023 -0.885 0.234
H -4.008 5.058 -2.101 0.481 -0.360 0.048
H -3.399 4.879 -3.790 -0.025 0.003 0.153
H -3.419 6.456 -2.981 0.285 -0.002 0.071
H -1.232 6.526 -0.784 -0.178 -0.044 -0.275
H -0.652 4.894 -0.457 0.625 -0.102 -1.132
H -3.500 5.646 0.016 -0.340 0.117 -0.494
H -2.364 5.340 1.202 1.099 0.456 -0.175
H -3.190 3.478 1.026 0.027 -0.233 0.612
C -3.673 -2.305 -0.273 -1.070 1.061 -0.026
N -4.723 -1.127 -0.279 0.210 1.191 0.017
C -5.999 -1.614 0.368 0.801 -0.825 -0.464
C -4.218 0.156 0.473 -0.262 -2.111 0.874
C -5.076 -0.646 -1.660 2.007 -0.590 -2.075
C -3.831 -0.772 -2.666 -0.629 2.705 -1.102
O -2.955 0.367 -2.560 -1.417 -0.604 2.872
H -4.132 -3.136 -0.807 -0.244 0.030 0.084
H -3.470 -2.582 0.762 -0.066 0.251 -0.032
H -2.754 -2.049 -0.801 -0.157 0.549 0.410
H -6.710 -0.824 0.610 0.405 0.118 -0.088
H -5.717 -2.208 1.237 -0.244 0.242 0.117
H -6.418 -2.266 -0.398 -0.338 -0.142 0.390
H -3.961 -0.283 1.437 0.677 0.530 0.048
H -5.085 0.781 0.687 0.095 0.114 -0.598
H -3.395 0.630 -0.062 -0.103 -0.145 0.032
H -5.434 0.383 -1.671 0.407 0.062 0.499
H -5.916 -1.206 -2.072 0.259 -0.492 0.103
H -4.203 -0.554 -3.667 -0.858 -1.078 -0.132
H -3.358 -1.754 -2.665 0.070 0.096 0.142
H -2.237 0.474 -3.188 0.670 -0.660 -1.050
C 1.919 -1.785 5.670 0.172 0.337 0.919
N 2.556 -0.499 6.227 -0.468 1.026 1.756
C 1.524 0.136 7.278 0.419 0.513 -2.203
C 3.862 -0.819 7.072 -1.331 -0.752 -1.559
C 2.989 0.488 5.082 -1.330 -1.887 -0.222
C 1.816 0.915 4.199 0.333 1.480 0.374
O 1.211 1.964 4.943 0.476 -1.018 0.356
H 1.619 -2.428 6.497 0.702 -0.034 0.333
H 2.613 -2.299 5.005 -0.189 0.176 -0.008
H 0.939 -1.621 5.220 0.517 0.730 -0.455
H 0.565 0.324 6.794 0.046 -0.631 -0.331
H 1.833 1.173 7.407 0.505 -0.307 0.716
H 1.383 -0.503 8.150 0.522 0.135 -0.147
H 4.352 -1.552 6.431 -0.017 -0.529 0.598
H 3.488 -1.164 8.036 0.461 -0.310 -0.238
H 4.629 -0.054 7.185 -0.871 0.754 -0.115
H 3.656 -0.154 4.507 0.410 0.325 0.032
H 3.463 1.346 5.558 -0.040 -0.150 -0.175
H 1.144 0.156 3.799 -0.177 -0.550 0.862
H 2.146 1.341 3.252 0.911 0.115 -0.078
H 0.397 2.189 4.488 -0.935 0.610 -0.298
C 0.758 -1.589 -1.660 -0.539 1.275 1.092
N 1.751 -0.497 -1.224 1.771 -1.111 -1.791
C 2.607 -1.019 0.010 -2.395 0.658 -1.157
C 2.692 -0.488 -2.399 -0.357 0.572 -0.402
C 1.174 0.923 -1.200 -0.752 -1.044 0.888
C 0.376 1.193 0.054 -1.012 2.209 -0.251
O -0.729 0.345 0.257 0.742 -2.650 -1.015
H 1.236 -2.480 -2.066 0.441 0.079 0.737
H 0.148 -1.221 -2.485 -0.011 0.573 0.181
H 0.158 -1.702 -0.757 -0.254 -0.681 -0.233
H 1.982 -0.797 0.874 0.243 -0.351 0.096
H 3.599 -0.575 0.100 -0.244 0.142 -0.499
H 2.604 -2.081 -0.234 0.454 0.061 0.574
H 3.111 -1.488 -2.510 0.452 0.328 0.165
H 3.362 0.368 -2.320 0.427 -0.528 0.257
H 2.116 -0.253 -3.294 -0.169 -0.043 -0.008
H 0.522 1.037 -2.067 0.370 -0.325 -0.251
H 2.040 1.578 -1.292 -0.336 0.287 0.137
H -0.173 2.118 -0.123 0.978 0.803 -0.217
H 1.077 1.460 0.845 -0.318 -0.713 0.759
H -1.229 0.464 1.068 0.435 0.771 0.572
C -1.396 -3.202 3.480 2.285 0.258 0.625
F -1.955 -2.098 3.016 -0.633 0.475 -0.027
F -1.350 -3.179 4.822 0.272 0.615 -0.020
F -2.163 -4.239 3.202 -0.196 -0.524 -0.900
S 0.398 -3.287 2.662 0.129 -1.536 0.480
O -0.097 -3.726 1.352 0.084 0.143 -0.685
O 1.084 -1.993 2.665 -1.309 -0.889 0.205
O 1.113 -4.344 3.387 -0.880 1.210 -0.424
C 6.316 -0.393 -3.498 0.627 1.144 -0.019
F 7.562 -0.783 -3.859 -1.618 0.063 0.130
F 5.374 -1.309 -3.803 1.147 0.717 0.179
F 6.333 -0.199 -2.151 -0.338 -0.138 -1.494
S 5.897 1.321 -4.429 -0.089 0.035 1.773
O 4.511 1.592 -4.044 1.173 -0.080 0.023
O 6.885 2.304 -3.942 -1.116 -1.153 -0.191
O 6.019 1.158 -5.848 0.260 -0.537 -0.449
C 4.266 4.396 -0.114 -0.021 -0.774 -2.181
F 4.660 3.125 -0.534 -0.088 1.476 0.422
F 4.361 4.375 1.218 0.306 0.822 -1.085
F 5.130 5.320 -0.759 -1.781 -1.922 2.027
S 2.416 4.568 -0.742 -2.695 -1.003 -0.975
O 2.248 3.994 -2.090 1.576 -0.239 1.231
O 1.587 3.848 0.237 1.541 -0.399 0.159
O 2.054 5.947 -0.754 0.867 1.946 0.360
C 0.516 0.127 -6.427 -0.227 2.318 0.543
F 1.559 -0.565 -5.929 -0.887 -0.612 -0.830
F 0.974 0.929 -7.426 -0.425 -1.412 0.401
F -0.519 -0.635 -6.860 1.491 0.154 0.192
S -0.019 1.320 -5.068 1.912 0.844 1.347
O -0.624 2.455 -5.699 -1.544 -0.410 -0.601
O -0.814 0.482 -4.147 -0.464 -0.066 -0.621
O 1.223 1.735 -4.432 -0.016 -1.034 -0.213
C -2.941 1.276 4.947 0.055 1.876 -1.490
F -3.733 2.117 5.618 0.629 -0.259 0.120
F -1.819 1.034 5.658 -1.433 -1.044 0.063
F -3.722 0.239 4.609 1.041 -0.473 0.667
S -2.283 2.099 3.358 2.329 3.740 0.161
O -2.089 1.090 2.362 -0.572 -1.867 -0.081
O -3.208 3.139 2.934 -0.904 -0.753 0.454
O -1.001 2.733 3.760 -1.664 -1.247 0.138
```
Positions in Å, forces in eV/Å.

The value obtained for the LUMO energy (alpha / beta) is -3.2 / -6.0 eV. As for the spin multiplicity: 2. Its total charge is +1.

These are the Löwdin partial charges, in e, on atoms 1 to 8: atom 1 (C): -0.028, atom 2 (C): -0.325, atom 3 (C): -0.207, atom 4 (O): -0.150, atom 5 (C): -0.069, atom 6 (N): 0.228, atom 7 (H): 0.103, atom 8 (H): 0.169


# C29H68N3O6

A 7-piece molecular cluster, C29H68N3O6 overall (ωB97M-V/def2-TZVPD, the OMol25 dataset).

```
106
Properties=species:S:1:pos:R:3:forces:R:3
N 4.303 -2.863 -2.215 -0.467 0.984 0.781
C 3.668 -1.591 -1.703 -0.910 -1.588 -1.543
C 2.102 -1.694 -2.135 -1.481 1.838 -0.075
C 1.375 -0.373 -2.626 -3.693 -4.356 -0.239
C -0.127 -0.594 -3.045 2.953 -2.576 1.431
C -0.681 -2.057 -2.887 3.166 2.483 0.459
N 0.215 -3.042 -2.391 -2.719 1.956 -1.273
N 1.496 -2.956 -2.047 0.487 3.748 -0.491
H 3.981 -3.669 -1.660 0.179 0.546 -0.633
H 4.044 -2.975 -3.206 0.260 -0.182 0.799
H 4.138 -0.751 -2.309 -0.756 -0.802 1.179
H 3.796 -1.482 -0.573 -0.243 -0.021 -1.656
H 1.882 0.641 -2.678 -0.701 -1.566 0.097
H -0.786 0.249 -3.447 1.004 -1.332 0.620
H -1.766 -2.332 -3.152 2.058 0.234 0.570
H -0.213 -3.987 -2.280 0.805 0.772 -0.038
C -3.839 3.928 -4.560 -0.021 0.108 -0.125
C -2.835 2.977 -3.937 -0.106 0.084 0.074
O -1.697 2.729 -4.758 0.157 -0.389 0.041
C -0.906 3.861 -5.098 0.100 0.099 -0.005
C -0.321 4.578 -3.894 -0.096 0.017 0.141
H -4.179 3.546 -5.527 -0.003 -0.018 0.104
H -4.706 4.047 -3.906 0.102 -0.082 -0.035
H -3.412 4.918 -4.732 -0.022 0.002 0.089
H -3.319 2.009 -3.777 0.117 -0.001 -0.121
H -2.518 3.329 -2.949 -0.013 0.089 -0.022
H -1.479 4.548 -5.727 -0.022 0.038 0.076
H -0.085 3.490 -5.719 -0.188 -0.146 0.033
H -1.099 4.982 -3.243 0.053 0.053 -0.059
H 0.310 5.410 -4.216 -0.037 -0.095 0.006
H 0.283 3.891 -3.294 -0.001 0.059 -0.057
C 4.424 0.313 5.196 0.061 -0.072 0.061
C 3.683 0.626 3.910 0.055 0.007 0.142
O 4.312 0.096 2.746 -0.022 0.029 -0.297
C 4.463 -1.315 2.701 -0.024 0.078 0.054
C 3.147 -2.070 2.765 -0.132 -0.013 0.078
H 5.450 0.688 5.148 -0.103 0.015 -0.006
H 3.921 0.778 6.048 0.050 -0.007 -0.067
H 4.478 -0.761 5.386 -0.074 0.023 0.054
H 3.650 1.710 3.775 0.080 -0.123 -0.195
H 2.641 0.290 3.961 0.009 -0.063 0.062
H 5.149 -1.648 3.487 -0.073 -0.062 0.036
H 4.954 -1.545 1.750 0.042 0.222 0.063
H 2.617 -1.888 3.702 0.051 -0.081 -0.022
H 3.320 -3.146 2.683 0.004 0.078 -0.004
H 2.486 -1.756 1.950 0.036 -0.022 0.016
C 3.336 -8.081 -1.396 -0.053 0.098 0.099
C 2.639 -8.519 -2.672 0.158 -0.032 0.047
O 1.385 -7.879 -2.884 -0.304 0.166 -0.002
C 1.412 -6.467 -2.995 0.191 -0.217 -0.035
C 2.264 -5.969 -4.150 0.099 -0.025 -0.102
H 2.695 -8.264 -0.528 0.062 -0.042 -0.076
H 4.269 -8.634 -1.264 -0.102 0.040 -0.023
H 3.577 -7.016 -1.406 0.107 -0.023 -0.031
H 2.433 -9.590 -2.613 -0.202 0.162 -0.070
H 3.287 -8.378 -3.544 0.021 0.048 0.049
H 1.726 -6.015 -2.047 0.141 0.050 0.033
H 0.377 -6.147 -3.160 -0.074 -0.284 -0.016
H 3.313 -6.250 -4.033 -0.042 0.096 0.050
H 2.215 -4.879 -4.218 -0.005 -0.035 -0.021
H 1.916 -6.396 -5.094 -0.007 0.071 0.101
C -3.817 1.019 1.415 0.029 -0.044 0.131
C -3.028 1.534 0.224 -0.045 0.114 0.111
O -1.956 2.398 0.583 0.060 0.044 -0.150
C -0.953 1.843 1.422 -0.047 0.086 0.002
C -0.250 0.641 0.816 0.001 -0.190 -0.099
H -4.215 1.853 2.000 0.009 -0.061 -0.103
H -4.651 0.398 1.078 0.053 0.078 0.013
H -3.200 0.416 2.084 -0.041 -0.064 -0.046
H -3.695 2.119 -0.415 0.198 0.096 0.042
H -2.657 0.707 -0.393 0.011 -0.103 0.033
H -1.372 1.601 2.404 0.014 -0.116 -0.016
H -0.216 2.633 1.590 -0.206 0.039 -0.113
H -0.939 -0.188 0.638 0.016 -0.025 0.089
H 0.538 0.282 1.483 -0.032 0.065 -0.041
H 0.198 0.906 -0.147 0.010 0.058 0.084
C -8.693 2.261 -3.530 -0.051 -0.072 0.123
C -7.315 2.250 -4.166 -0.110 -0.007 -0.004
O -6.316 1.646 -3.349 0.249 0.067 0.050
C -6.527 0.284 -3.002 -0.045 0.023 -0.055
C -6.610 -0.644 -4.201 -0.025 0.009 -0.151
H -8.666 2.776 -2.566 0.006 0.004 -0.105
H -9.408 2.772 -4.180 0.086 -0.031 0.054
H -9.068 1.252 -3.351 -0.045 0.025 -0.091
H -6.995 3.282 -4.334 0.157 -0.142 0.107
H -7.337 1.772 -5.152 -0.059 -0.037 0.032
H -7.413 0.189 -2.366 -0.052 -0.046 -0.059
H -5.673 -0.013 -2.385 -0.005 0.231 -0.023
H -7.455 -0.400 -4.848 -0.001 -0.080 0.072
H -6.729 -1.680 -3.873 0.007 0.081 -0.004
H -5.703 -0.569 -4.807 -0.051 -0.009 0.061
C 1.280 3.762 8.571 -0.004 0.108 -0.102
C 2.289 2.821 9.204 0.005 0.037 -0.003
O 3.432 2.581 8.391 0.007 -0.199 -0.102
C 4.215 3.719 8.053 0.052 0.034 0.044
C 4.786 4.445 9.258 -0.043 0.001 0.173
H 0.950 3.375 7.602 0.002 -0.010 0.092
H 0.407 3.875 9.219 0.076 -0.034 -0.052
H 1.700 4.755 8.399 -0.045 0.006 0.086
H 1.815 1.849 9.363 0.210 -0.010 -0.102
H 2.597 3.178 10.192 -0.031 0.078 -0.035
H 3.638 4.400 7.419 -0.029 0.076 0.057
H 5.042 3.354 7.438 -0.172 -0.161 0.057
H 4.001 4.843 9.904 0.037 0.067 -0.072
H 5.411 5.282 8.938 -0.040 -0.085 0.003
H 5.392 3.764 9.863 -0.021 0.058 -0.095
```
Positions in Å, forces in eV/Å.

The value obtained for the LUMO energy is -5.2 eV. As for the spin multiplicity: 1. Its total charge is +1.

These are the Löwdin partial charges, in e, on atoms 1 to 8: atom 1 (N): -0.016, atom 2 (C): -0.167, atom 3 (C): -0.120, atom 4 (C): 0.104, atom 5 (C): 0.070, atom 6 (C): 0.064, atom 7 (N): 0.005, atom 8 (N): 0.109


Ordered strongest force on any atom results: 4.4, 5.7; unit eV Å⁻¹.